Entry 1:
{
  "formula": "C5H10OS2",
  "method": "ωB97M-V/def2-TZVPD",
  "relative_energy_kcal_mol": 123.6,
  "total_charge": 0,
  "e_lumo_ev": -0.327,
  "homo_energy_ha": -0.324,
  "symbols": ["C", "C", "C", "C", "C", "H", "H", "H", "H", "H", "H", "H", "H", "H", "H", "O", "S", "S"],
  "positions_angstrom": [[-0.46962, 1.27133, 2.07120], [-1.12446, 0.10151, 1.45398], [-0.32043, -0.37166, 0.20965], [0.57673, 0.32798, -2.59677], [1.35974, -0.87927, -2.39166], [-0.95503, 2.11969, 1.51554], [0.80842, 1.35438, 1.65257], [-0.31717, 1.50231, 3.52987], [-2.25327, 0.26510, 1.24242], [-1.07959, -0.39040, 3.21733], [-0.55940, -1.49953, 0.13465], [0.83397, -0.49593, 0.32645], [2.17182, -1.29546, -1.55968], [0.64136, -1.70543, -2.47480], [1.84515, -0.95544, -3.31570], [-1.08069, -1.12369, 2.26946], [-0.78304, 0.52176, -1.35158], [0.70552, 1.25274, -3.93291]],
  "lowdin_charge": [-0.133, -0.605, -0.471, -1.150, -0.246, 0.062, 0.161, 0.204, 0.160, 0.197, 0.102, 0.106, 0.160, 0.084, 0.016, -0.159, 0.840, 0.672]
}

=====

Entry 2:
{
  "formula": "C15H26BiClO2P2Te",
  "method": "ωB97M-V/def2-TZVPD",
  "total_charge": 2,
  "e_lumo_ev": -7.994,
  "homo_energy_ha": -0.531,
  "symbols": ["C", "C", "H", "H", "H", "O", "Cl", "Bi", "P", "C", "C", "H", "H", "H", "H", "H", "H", "C", "H", "H", "H", "P", "C", "C", "H", "H", "H", "C", "H", "H", "H", "H", "H", "H", "C", "O", "Te", "C", "C", "C", "C", "C", "C", "H", "H", "H", "H", "H"],
  "positions_angstrom": [[0.09748, -0.14792, -5.35176], [0.16793, 0.11257, -3.92323], [1.10030, -0.06491, -5.78785], [-0.60053, 0.52765, -5.83518], [-0.27140, -1.18204, -5.47170], [1.17277, 0.35218, -3.27591], [-1.37919, -0.02738, -3.12480], [-0.36249, -0.40440, 0.91377], [-0.52747, 2.41112, -0.42379], [1.02719, 3.32612, -0.08246], [-0.77700, 3.09257, -2.11372], [-0.94294, 4.17835, -2.08566], [-1.54516, 4.52811, 0.23095], [-1.65167, 2.64100, -2.58984], [-2.75202, 3.19370, 0.21793], [1.81529, 2.94608, -0.74501], [0.10313, 2.87636, -2.72743], [-1.71837, 3.47022, 0.47959], [0.90208, 4.40535, -0.25989], [-1.59561, 3.30525, 1.56204], [1.33997, 3.16672, 0.95841], [-0.37730, -2.88538, -0.72908], [1.17279, -3.78784, -0.33271], [-1.59449, -4.07660, -0.06626], [-1.34219, -2.82734, -2.98380], [-0.48257, -4.34434, -2.71073], [0.42763, -2.84589, -3.02303], [-0.45176, -3.26502, -2.52596], [-2.61214, -3.85254, -0.42578], [-1.31994, -5.10223, -0.36621], [1.08205, -4.85438, -0.58828], [1.39215, -3.70059, 0.74089], [-1.61211, -4.00087, 1.03482], [2.01178, -3.35442, -0.89314], [2.16679, -0.03542, 0.42714], [3.20398, 0.34579, 0.15147], [-2.43113, -0.67504, 2.70875], [-0.68418, -0.01586, 3.78110], [-0.75789, 1.23848, 4.40340], [0.37931, 1.71103, 5.04839], [1.58440, 0.98983, 5.04430], [1.66505, -0.19420, 4.29391], [0.55683, -0.71248, 3.62654], [-1.65530, 1.85066, 4.35288], [0.32895, 2.66809, 5.61031], [2.44843, 1.33842, 5.64031], [2.62317, -0.73010, 4.23393], [0.67540, -1.58844, 2.98235]],
  "lowdin_charge": [-0.061, -0.854, 0.112, 0.101, 0.105, 0.010, 0.698, 1.083, 0.722, -0.278, -0.285, 0.070, 0.066, 0.016, 0.060, 0.047, 0.043, -0.274, 0.070, 0.039, 0.046, 0.700, -0.268, -0.273, 0.021, 0.073, 0.047, -0.271, 0.063, 0.070, 0.070, 0.046, 0.042, 0.055, -0.154, 0.136, 0.842, -0.707, -0.150, -0.049, -0.033, -0.072, -0.273, 0.104, 0.135, 0.133, 0.126, 0.051]
}

=====

Entry 3:
{
  "formula": "C14H21N3O6S3",
  "method": "ωB97M-V/def2-TZVPD",
  "total_charge": 0,
  "e_lumo_ev": -0.565,
  "smiles": "COCCN1C(CN2CCOCC2)=Cc2cc(S(N)(=O)=O)sc2S1(=O)=O",
  "homo_energy_ha": -0.320,
  "symbols": ["C", "O", "C", "C", "N", "C", "C", "N", "C", "C", "O", "C", "C", "C", "C", "C", "C", "S", "N", "O", "O", "S", "C", "S", "O", "O", "H", "H", "H", "H", "H", "H", "H", "H", "H", "H", "H", "H", "H", "H", "H", "H", "H", "H", "H", "H", "H"],
  "positions_angstrom": [[-4.21030, -2.03235, 0.76526], [-2.89742, -2.29693, 1.25384], [-1.96943, -1.19090, 1.20893], [-0.63478, -1.49683, 1.92019], [0.40834, -0.47011, 1.57094], [1.12070, -0.48607, 0.33450], [1.28531, -1.77871, -0.45596], [0.08150, -2.15512, -1.24393], [0.09612, -3.57506, -1.67130], [-1.30700, -3.92044, -2.26879], [-1.71295, -2.99516, -3.26079], [-1.72066, -1.63141, -2.80754], [-0.35014, -1.22209, -2.28290], [1.77971, 0.62666, -0.16812], [1.79897, 1.91507, 0.47813], [2.34907, 3.18206, 0.01921], [2.25725, 4.18757, 0.94597], [3.05158, 5.79305, 0.84872], [1.78886, 6.74901, 0.64765], [3.88615, 6.04706, -0.33363], [3.58196, 6.24807, 2.12959], [1.56655, 3.66589, 2.46916], [1.32336, 2.10796, 1.74324], [0.63759, 0.81720, 2.72418], [1.60278, 0.35256, 3.72818], [-0.65188, 1.20979, 3.29868], [-4.21774, -1.98947, -0.31358], [-4.90931, -2.80940, 1.08822], [-4.55658, -1.07929, 1.13942], [-1.78189, -0.94115, 0.15453], [-2.43670, -0.30069, 1.67960], [-0.80465, -1.56780, 2.99582], [-0.26653, -2.48579, 1.62487], [2.11893, -1.66145, -1.16717], [1.57644, -2.56070, 0.21392], [0.87369, -3.75207, -2.43953], [0.26446, -4.29859, -0.83777], [-1.22651, -4.89378, -2.78395], [-2.07046, -3.93569, -1.50265], [-1.96756, -0.98772, -3.63903], [-2.53225, -1.42247, -2.07043], [0.39079, -1.27388, -3.08081], [-0.40283, -0.21480, -1.93463], [2.27503, 0.56870, -1.13585], [2.78095, 3.31560, -0.96036], [2.00081, 7.34284, -0.13327], [1.73073, 7.29688, 1.50919]],
  "lowdin_charge": [-0.097, -0.194, -0.188, -0.113, -0.115, -0.191, -0.120, -0.162, -0.136, -0.180, -0.137, -0.170, -0.161, -0.003, -0.259, -0.060, -0.565, 0.575, -0.082, -0.306, -0.320, 1.105, -0.550, 0.710, -0.295, -0.307, 0.067, 0.092, 0.080, 0.100, 0.126, 0.128, 0.121, 0.125, 0.115, 0.122, 0.130, 0.128, 0.112, 0.118, 0.116, 0.126, 0.109, 0.120, 0.126, 0.072, 0.087]
}

=====

Entry 4:
{
  "formula": "CH6OSi2",
  "method": "ωB97M-V/def2-TZVPD",
  "relative_energy_kcal_mol": 81.1,
  "total_charge": 0,
  "e_lumo_ev": 0.411,
  "homo_energy_ha": -0.339,
  "symbols": ["C", "O", "Si", "Si", "H", "H", "H", "H", "H", "H"],
  "positions_angstrom": [[1.92538, 0.05457, -0.17513], [2.32864, -1.05004, -0.19980], [-1.62616, -0.75369, 0.21730], [0.17000, 0.67062, -0.08169], [2.81466, 1.13478, 0.05388], [-1.35526, -1.85913, 1.14402], [-2.62892, 0.14505, 0.42188], [-1.78526, -1.64066, -0.97951], [-0.17910, 1.56743, -1.20304], [0.33604, 1.73106, 0.80208]],
  "lowdin_charge": [-0.517, -0.017, 0.484, 0.472, 0.131, -0.117, -0.162, -0.104, -0.070, -0.101]
}

=====

Entry 5:
{
  "formula": "C5H6BN3O",
  "method": "ωB97M-V/def2-TZVPD",
  "relative_energy_kcal_mol": 77.1,
  "total_charge": 0,
  "e_lumo_ev": [-1.324, -1.066],
  "homo_energy_ha": [-0.294, -0.307],
  "symbols": ["B", "C", "C", "C", "C", "C", "N", "N", "N", "O", "H", "H", "H", "H", "H", "H"],
  "positions_angstrom": [[-1.55125, 0.10377, 0.41659], [-2.89760, -0.59702, 0.27152], [1.73630, -0.75509, 0.26361], [0.58267, -1.60828, 0.22764], [-0.04113, 2.01299, 1.19963], [-0.07452, -1.80435, -1.01641], [-3.83755, -1.21323, 0.08339], [2.74782, -0.22947, 0.24946], [0.48712, -2.27555, 1.29161], [-1.16059, 1.23619, 0.81377], [-0.19401, 2.96921, 0.58544], [0.83487, 1.57586, 0.81278], [-0.09368, 2.02652, 2.22749], [-1.03520, -2.26337, -1.21595], [0.38359, -1.38978, -1.91600], [0.10681, -3.20960, 1.18861]],
  "lowdin_charge": [-0.176, -0.089, -0.215, -0.615, 0.035, 0.068, 0.176, 0.173, 0.097, 0.088, 0.147, 0.056, 0.088, 0.048, 0.058, 0.061]
}

=====

Entry 6:
{
  "formula": "C3H4OPb",
  "method": "ωB97M-V/def2-TZVPD",
  "total_charge": 1,
  "e_lumo_ev": [-5.498, -5.296],
  "spin_multiplicity": 2,
  "homo_energy_ha": [-0.407, -0.472],
  "symbols": ["C", "C", "C", "O", "Pb", "H", "H", "H", "H"],
  "positions_angstrom": [[1.56405, -1.56147, -1.29014], [0.34968, -1.27645, -1.93557], [-0.17736, -0.81024, -0.67684], [-0.24522, 0.29891, -0.15566], [-0.96804, 1.17111, 1.68543], [2.47177, -1.01900, -1.55977], [1.65902, -2.36597, -0.55715], [0.29912, -0.64946, -2.82752], [-1.17382, -1.25070, -1.37159]],
  "lowdin_spin": [-0.069, 0.310, -0.118, -0.082, 0.821, 0.016, -0.011, 0.002, 0.131]
}